# 1
A gas-phase ion, H3O7SSi (charge -1). Source: the OMol25 dataset; level of theory: ωB97M-V with the def2-TZVPD basis set.

Calculated values
Energy, eV: -33101.95773
Charge: -1
LUMO level, eV: 3.528
ΔE to the lowest compared entry with this formula, charge and spin, eV: 0.0000
HOMO energy, eV: -5.871

Geometry (Å):
O -1.3218 0.3985 -1.2523
O -3.0760 0.3235 0.3550
O -1.7567 -1.6466 -0.0077
O 1.1778 1.4028 -0.6951
O 2.1499 0.2236 1.2035
O 0.9354 -1.4239 -0.3928
O -0.5911 0.2823 1.0337
Si 0.7920 0.1115 0.2585
S -1.7974 -0.2111 -0.0063
H 0.7196 1.5387 -1.5249
H 2.5619 1.0608 1.2048
H 0.2063 -2.0600 -0.1763

These are the Löwdin partial charges, in e, on atoms 1 to 8: -0.3502, -0.3117, -0.3289, -0.0987, -0.0870, -0.1212, -0.2252, 0.0117

# 2
A molecular structure, C47H46FN3O5STl. Source: the OMol25 dataset; level of theory: ωB97M-V with the def2-TZVPD basis set.

Calculated values
Energy, eV: -82435.03680
Charge: +1
LUMO level, eV: -2.950
ΔE to the lowest compared entry with this formula, charge and spin, eV: 0.0000
HOMO energy, eV: -10.441

Geometry (Å):
Tl 0.5309 -0.7979 0.1661
C 1.0153 -0.2770 4.9034
C 2.1547 -0.2987 3.8932
C 3.4771 0.1167 4.5106
C 2.2888 -1.6470 3.2232
C 2.8209 -1.7042 1.9409
C 3.0876 -2.9259 1.2758
C 2.7552 -4.1529 1.8630
C 3.0151 -5.4687 1.1774
C 2.1937 -4.0906 3.1459
C 1.9387 -2.8630 3.7992
H 0.9060 0.7114 5.2537
H 1.2704 -0.9349 5.7754
H 0.0255 -0.6257 4.5165
H 1.9428 0.3490 3.0230
H 3.7666 -0.5410 5.3317
H 3.3879 1.1586 4.8818
H 4.2464 0.1147 3.7481
H 3.1599 -0.7936 1.4282
H 3.5266 -2.8313 0.3039
H 2.1447 -6.1169 1.2902
H 3.8498 -6.0000 1.6755
H 3.3032 -5.3677 0.1165
H 1.8434 -5.0111 3.6260
H 1.5457 -2.9051 4.8253
O -0.5826 0.3932 -1.2298
C -1.8137 0.1140 -1.6536
C -2.6424 1.1897 -2.0108
C -3.9243 1.0163 -2.4320
C -4.3871 -0.2995 -2.6351
C -3.5650 -1.3882 -2.3111
C -2.2738 -1.1760 -1.8497
C -1.4769 -2.3711 -1.5418
N -0.4527 -2.5346 -0.7156
C -0.0548 -3.8537 -0.7266
C -0.8978 -4.5160 -1.5305
N -1.7889 -3.5866 -2.0628
H -2.1787 2.1712 -1.8832
H -4.4478 1.9247 -2.7491
H -5.3767 -0.5752 -3.0856
H -4.0921 -2.3654 -2.3189
H 0.8200 -4.2604 -0.2372
H -0.8685 -5.5473 -1.9004
H -2.4617 -3.7237 -2.7969
C -2.5170 5.0197 3.6567
C -3.1259 3.8133 4.2844
C -4.6468 3.8160 4.1353
C -5.2222 2.5549 4.8068
C -4.5286 1.3064 4.3423
C -5.1559 0.0754 4.4479
C -4.5212 -1.0720 3.9582
F -5.1982 -2.2183 4.0029
C -3.3339 -1.0355 3.2545
C -2.7142 0.2317 3.1370
C -1.4905 0.3060 2.3263
O -1.0384 -0.7646 1.8690
C -0.9678 1.6354 2.1729
C -1.5540 2.6533 2.8587
N -2.6711 2.5697 3.5994
C -3.2916 1.3494 3.7117
C 0.3584 2.0065 1.5490
O 0.7215 3.1654 1.6316
O 1.1281 1.0646 1.0110
H -3.2088 5.8426 3.9779
H -2.5194 5.0503 2.5898
H -1.5083 5.2496 3.9907
H -2.8625 3.6439 5.3445
H -4.8712 3.8672 3.0714
H -4.9522 4.6963 4.6444
H -6.2688 2.4327 4.5809
H -5.1762 2.5812 5.9278
H -6.1718 0.0242 4.8165
H -2.9487 -1.8854 2.7915
H -1.0353 3.5980 2.7345
O 2.4279 -0.9601 -1.1649
S 2.7539 -0.2081 -2.4673
C 1.3951 -0.5952 -3.5904
C 1.8888 -0.8600 -4.9812
C 2.7463 -1.9478 -5.1353
C 3.2717 -2.2060 -6.3781
C 2.9293 -1.4227 -7.4903
C 2.0901 -0.3320 -7.3136
C 1.5282 -0.0465 -6.0446
C 2.4462 1.5436 -2.2455
C 2.6454 2.2294 -3.5555
C 1.6314 2.9648 -4.1235
C 1.7305 3.6063 -5.3572
C 2.9436 3.4498 -6.0601
C 3.9577 2.6699 -5.5124
C 3.8568 2.0910 -4.2390
H 0.5708 0.1208 -3.4556
H 1.1083 -1.5490 -3.1539
H 3.0299 -2.5414 -4.3056
H 3.9465 -3.0298 -6.5276
H 3.3149 -1.6734 -8.4618
H 1.8424 0.2287 -8.2537
H 0.7286 0.7004 -5.8888
H 3.1714 1.8350 -1.4989
H 1.4394 1.6884 -1.7845
H 0.6971 3.0197 -3.5747
H 0.9888 4.2638 -5.6644
H 3.0160 3.7909 -7.1036
H 4.8234 2.3889 -6.1067
H 4.6407 1.4938 -3.8107

These are the Löwdin partial charges, in e, on atoms 1 to 8: 1.1016, -0.0567, -0.3881, -0.0447, -0.2183, -0.0825, -0.0431, -0.2892

# 3
A molecular structure, C3H6N2O2S. Source: the OMol25 dataset; level of theory: ωB97M-V with the def2-TZVPD basis set.

Calculated values
Energy, eV: -21115.80455
LUMO level, eV: 0.290
ΔE to the lowest compared entry with this formula, charge and spin, eV: 4.0449
HOMO energy, eV: -10.155

Geometry (Å):
C -0.0385 -1.6625 -0.5071
C 0.7664 -1.0180 0.5018
C 0.7199 1.5806 -0.0424
N -1.1164 -1.1944 -0.9589
N -0.0456 0.5440 0.5273
O -2.2853 -0.3124 1.0375
O -1.9646 1.2237 -0.8713
S -1.5152 0.1467 -0.0714
H 0.1526 -2.6348 -0.7166
H 0.6087 -1.5373 1.4890
H 1.7179 -1.0003 0.1497
H 1.1353 1.4688 -1.0594
H 0.2014 2.5094 -0.0986
H 1.6635 1.8865 0.6205

These are the Löwdin partial charges, in e, on atoms 1 to 8: -0.2200, -0.0010, -0.1779, 0.0042, -0.2212, -0.2617, -0.2624, 0.5376

# 4
C21H25NO5 in the gas phase. Source: the OMol25 dataset; level of theory: ωB97M-V with the def2-TZVPD basis set.

Calculated values
Energy, eV: -33908.27200
LUMO level, eV: 0.412
ΔE to the lowest compared entry with this formula, charge and spin, eV: 2.9860
HOMO energy, eV: -7.493
Structure (SMILES): CCCOc1ccc(N/C=C/C(=O)c2cc(OC)c(OC)c(OC)c2)cc1

Geometry (Å):
C -4.3097 -6.9745 1.5869
C -5.2060 -7.4174 0.4368
C -4.6517 -7.0624 -0.9472
O -4.7212 -5.6773 -1.2185
C -3.6869 -4.8384 -0.9401
C -2.4060 -5.2029 -0.5381
C -1.4448 -4.2344 -0.3198
C -1.7221 -2.8806 -0.4925
N -0.7075 -1.9636 -0.2507
C -0.7568 -0.6179 -0.3371
C 0.2837 0.2062 -0.0893
C 0.1039 1.6440 -0.1785
O -0.9866 2.1560 -0.4061
C 1.3011 2.4935 0.0579
C 2.6004 2.0750 -0.2142
C 3.6603 2.9350 0.0084
O 4.9682 2.6362 -0.2444
C 5.2743 1.3690 -0.7654
C 3.4488 4.2303 0.5294
O 4.5967 4.9358 0.7224
C 4.5685 6.3317 0.9103
C 2.1363 4.6437 0.8048
O 1.9506 5.8994 1.3296
C 0.6334 6.3500 1.5322
C 1.0856 3.7745 0.5479
C -3.0062 -2.5163 -0.8999
C -3.9643 -3.4802 -1.1179
H -4.1649 -5.8968 1.5713
H -4.7644 -7.2439 2.5374
H -3.3365 -7.4575 1.5269
H -6.1856 -6.9467 0.5381
H -5.3439 -8.4999 0.4748
H -3.6356 -7.4495 -1.0699
H -5.2857 -7.5238 -1.7119
H -2.1357 -6.2354 -0.3859
H -0.4555 -4.5382 -0.0060
H 0.1778 -2.3638 0.0333
H -1.6972 -0.1735 -0.6278
H 1.2406 -0.1862 0.2173
H 2.7727 1.1010 -0.6399
H 6.3567 1.3557 -0.8843
H 4.8030 1.2056 -1.7409
H 4.9781 0.5667 -0.0805
H 5.6124 6.6430 0.8662
H 4.0062 6.8344 0.1200
H 4.1472 6.6045 1.8801
H 0.7315 7.3699 1.9022
H 0.1096 5.7440 2.2780
H 0.0602 6.3551 0.6003
H 0.0638 4.0625 0.7318
H -3.2636 -1.4804 -1.0478
H -4.9571 -3.2030 -1.4346

These are the Löwdin partial charges, in e, on atoms 1 to 8: -0.1034, -0.2182, -0.2045, -0.0462, -0.2806, -0.0275, -0.0222, -0.2475

HOMO energy of number 2 (C47H46FN3O5STl)? -10.441 eV